One molecule with the formula C8F16O2S, computed with ωB97M-V/def2-TZVPD.

The SMILES is O=S(=O)(F)[C@]1(F)C(F)(F)C(F)(F)[C@](F)(C(F)(F)C(F)(F)F)C(F)(F)C1(F)F. The calculation puts the HOMO energy at -12.25 eV. Its energy above the lowest of the compared OMol25 structures with the same formula, charge and spin is 2.2 kcal per mole. Its spin multiplicity is 1.

The geometry in XYZ format:
```
27
Properties=species:S:1:pos:R:3:lowdin_charge:R:1
O 1.53 -0.53 3.91 -0.2285
S 1.06 0.62 3.14 0.8103
O -0.39 0.81 3.38 -0.2327
F 1.89 1.92 3.59 -0.1266
C 1.51 0.39 1.39 -0.2452
F 2.90 0.54 1.33 0.0841
C 0.83 1.46 0.50 -0.3349
F 1.76 1.98 -0.36 0.1586
F 0.42 2.56 1.23 0.1240
C -0.43 0.93 -0.28 -0.2942
F -1.43 0.61 0.63 0.1379
F -0.88 2.04 -0.98 0.1457
C -0.12 -0.22 -1.27 -0.1051
F 0.42 0.35 -2.41 0.1130
C -1.44 -0.98 -1.78 -0.2737
F -1.07 -1.85 -2.78 0.1459
F -1.91 -1.76 -0.74 0.1312
C -2.65 -0.16 -2.30 -0.4573
F -3.20 0.67 -1.39 0.1685
F -3.64 -0.98 -2.74 0.1671
F -2.23 0.63 -3.36 0.1392
C 0.96 -1.19 -0.61 -0.3158
F 0.77 -2.49 -0.84 0.1724
F 2.17 -0.89 -1.17 0.1608
C 1.13 -1.07 0.96 -0.3582
F -0.02 -1.48 1.52 0.1529
F 2.08 -1.92 1.45 0.1609
```

***

C18H11F6MgN4O10S2 as an isolated structure, computed with ωB97M-V/def2-TZVPD.

The calculation puts the HOMO energy at -6.99 eV. Its net charge is -1. Its energy above the lowest of the compared OMol25 structures with the same formula, charge and spin is 0.0 kcal per mole. Its spin multiplicity is 1.

The geometry in XYZ format:
```
52
Properties=species:S:1:pos:R:3:lowdin_charge:R:1
Mg -0.54 -0.01 -0.21 0.6176
O 2.94 1.90 -0.90 0.0352
C 2.05 1.12 -0.59 -0.6042
O 0.88 1.39 -0.17 -0.0744
C 2.34 -0.38 -0.74 -0.1468
C 3.67 -0.80 -0.99 0.0127
C 3.92 -2.13 -1.09 -0.0016
C 2.86 -3.06 -0.94 -0.1541
C 3.06 -4.46 -1.01 -0.0460
C 2.01 -5.31 -0.84 -0.0865
C 0.71 -4.80 -0.60 -0.0635
C 0.49 -3.46 -0.52 0.0129
C 1.57 -2.55 -0.69 -0.1700
N 1.34 -1.21 -0.61 0.1422
H 4.43 -0.04 -1.10 0.1149
H 4.92 -2.50 -1.28 0.1146
H 4.06 -4.84 -1.20 0.1077
H 2.16 -6.38 -0.90 0.0985
H -0.12 -5.49 -0.46 0.1059
H -0.50 -3.06 -0.34 0.0969
C -0.14 2.91 -2.86 0.0229
C -1.00 1.71 -3.05 -0.3066
N -1.15 0.72 -2.19 0.1358
C -2.04 -0.16 -2.74 -0.1008
C -2.44 0.30 -3.96 -0.0760
N -1.77 1.48 -4.14 0.1816
C -3.35 -0.20 -5.01 -0.5014
O -3.95 -1.34 -4.77 0.1204
O -3.50 0.44 -6.03 0.0760
C -2.41 -1.38 -1.96 -0.5330
O -3.21 -2.19 -2.47 0.0447
O -1.85 -1.46 -0.83 -0.0503
H 0.45 2.80 -1.96 0.0663
H -0.76 3.80 -2.76 0.0887
H 0.53 3.05 -3.71 0.0872
H -1.87 2.06 -4.96 0.1690
H -3.69 -1.72 -3.86 0.0641
F -3.22 -2.00 3.98 0.1382
C -2.45 -2.01 2.88 -0.6763
F -1.85 -3.20 2.80 0.1417
F -3.22 -1.85 1.82 0.1513
S -1.18 -0.69 2.99 0.6305
O -0.46 -0.81 1.73 -0.3090
O -0.46 -0.99 4.18 -0.2437
N -2.00 0.63 3.15 -0.2715
S -2.32 1.68 2.02 0.6359
O -2.01 1.23 0.67 -0.3067
O -1.95 3.00 2.39 -0.2392
C -4.16 1.69 2.04 -0.6777
F -4.66 0.50 1.76 0.1447
F -4.61 2.07 3.24 0.1406
F -4.59 2.57 1.14 0.1402
```

***

C23H42BeCl3N4O3Si as an isolated structure, computed with ωB97M-V/def2-TZVPD.

The calculation puts the HOMO energy at -3.83 eV. Its net charge is -1. Its energy above the lowest of the compared OMol25 structures with the same formula, charge and spin is 37.8 kcal per mole. Its spin multiplicity is 1.

The geometry in XYZ format:
```
77
Properties=species:S:1:pos:R:3:lowdin_charge:R:1
C -3.12 0.40 1.35 -0.0688
C -3.05 -1.09 1.42 -0.2340
H -2.75 0.71 0.34 0.0847
H -2.44 0.79 2.16 0.0251
H -4.15 0.77 1.52 0.0721
C -4.14 -1.87 1.56 -0.1524
C -5.52 -1.35 1.38 -0.1373
H -4.04 -2.91 1.83 0.0924
H -5.61 -0.71 0.50 0.0681
H -5.81 -0.72 2.22 0.0667
H -6.25 -2.14 1.25 0.0595
Be 0.15 0.16 1.12 -0.1806
Cl 1.77 2.27 1.91 0.0509
Cl -0.43 0.11 3.25 0.1596
C 2.70 -0.56 1.14 -0.2447
O 1.57 -0.37 0.61 -0.0875
N 3.75 -0.74 0.35 -0.1405
C 3.44 -0.66 -1.09 -0.0168
C 5.11 -0.98 0.86 -0.0337
H 2.79 -0.53 2.23 0.1449
H 2.99 0.31 -1.33 0.1071
H 2.71 -1.43 -1.39 0.0664
H 4.36 -0.80 -1.63 0.0789
H 5.33 -0.32 1.70 0.0900
H 5.83 -0.77 0.06 0.0830
H 5.27 -2.02 1.21 0.0883
H -2.14 4.53 0.28 0.0897
H -1.03 2.17 -2.66 0.0685
C -1.62 4.62 -0.68 -0.0775
C -0.52 3.07 -2.29 -0.0474
N -0.91 3.38 -0.92 -0.1720
H -0.91 5.47 -0.65 0.0431
C -0.63 2.59 0.12 -0.2858
O -0.25 1.40 0.00 -0.0669
H 0.57 2.95 -2.37 0.0936
H -0.71 3.08 1.11 0.1287
H -2.33 4.78 -1.52 0.0911
H -0.82 3.93 -2.91 0.0880
O -0.76 -0.88 0.60 -0.2702
C -1.63 -1.68 1.29 -0.4168
C -2.38 -3.97 0.34 -0.0905
C -1.53 -3.20 1.16 -0.1614
H -3.15 -3.50 -0.25 0.0587
C -2.19 -5.35 0.21 -0.1000
H -1.12 -1.38 2.27 -0.0219
C -0.51 -3.84 1.87 -0.0352
H -2.89 -5.93 -0.40 0.0959
C -1.18 -5.99 0.92 -0.1179
C -0.34 -5.23 1.75 -0.0991
H 0.15 -3.24 2.49 0.1191
H -1.11 -7.10 0.90 0.0935
H 0.46 -5.72 2.32 0.0930
Si -1.09 -1.97 -2.36 0.2245
Cl -3.16 -1.65 -2.18 0.3664
C -1.34 -3.49 -3.30 -0.2862
C 0.43 -2.81 -1.36 -0.1703
C -0.31 -0.34 -2.83 -0.2046
H -0.41 -4.03 -3.43 0.0228
H -1.73 -3.10 -4.25 0.0208
H -2.08 -4.12 -2.79 0.0261
H -0.88 -0.01 -3.71 0.0176
H 0.76 -0.47 -3.12 0.0450
H -0.37 0.43 -2.03 0.0144
H 0.18 -3.65 -0.66 0.0237
H 1.08 -2.10 -0.82 -0.0125
H 1.10 -3.30 -2.11 0.0276
C 3.01 5.03 1.89 -0.1406
N 3.10 5.50 0.52 -0.2141
C 4.38 5.94 0.00 -0.0574
C 2.05 5.44 -0.27 -0.2668
N 1.16 5.40 -1.03 0.1592
H 4.03 5.04 2.31 0.0760
H 2.62 3.97 1.89 -0.1470
H 2.35 5.64 2.51 0.0829
H 4.59 5.41 -0.93 0.0836
H 4.38 7.02 -0.22 0.0844
H 5.16 5.71 0.74 0.0824
```

***

An isolated ion of composition CH5N2O2S and charge -1, computed with ωB97M-V/def2-TZVPD.

The calculation puts the HOMO energy at -3.26 eV. Its net charge is -1. Its energy above the lowest of the compared OMol25 structures with the same formula, charge and spin is 0.8 kcal per mole. Its spin multiplicity is 1.

The geometry in XYZ format:
```
11
Properties=species:S:1:pos:R:3:lowdin_charge:R:1
C 0.16 -0.67 1.09 -0.1867
N 1.05 0.29 0.38 -0.2392
N 0.22 1.29 -0.16 -0.2870
O 0.57 -0.39 -1.99 -0.5933
O -1.88 0.16 -1.45 -0.6085
S -0.50 0.66 -1.79 0.6561
H -0.08 -0.15 2.09 0.0708
H -0.88 -0.83 0.69 0.0496
H 0.45 -1.77 1.20 0.0703
H 1.43 -0.02 -0.55 0.0372
H -0.54 1.44 0.50 0.0307
```

***

C5H6O2PS as an isolated structure, computed with ωB97M-V/def2-TZVPD.

The calculation puts the HOMO energy at -4.31 eV. Its net charge is -1. Its energy above the lowest of the compared OMol25 structures with the same formula, charge and spin is 67.1 kcal per mole. Its spin multiplicity is 1.

The geometry in XYZ format:
```
15
Properties=species:S:1:pos:R:3:lowdin_charge:R:1
C -3.05 -0.56 -0.36 0.0952
C -1.99 -0.09 -0.05 -0.1460
C 0.26 -0.40 1.12 -0.3126
C 0.14 0.59 -1.10 -0.1083
C -0.68 0.41 0.24 -0.3965
O 2.30 -1.36 -0.40 -0.4353
O 1.43 0.35 1.24 -0.3298
P 2.30 0.08 -0.18 0.0998
S 3.89 1.20 -0.38 0.0703
H -4.02 -0.92 -0.30 -0.0104
H -0.25 -0.54 2.06 0.1086
H 0.55 -1.41 0.79 0.1076
H -0.05 -0.31 -1.77 0.0672
H -0.07 1.50 -1.63 0.0205
H -0.75 1.48 0.72 0.1696
```

***

C5H3MgO3Tl as an isolated structure, computed with ωB97M-V/def2-TZVPD.

The calculation puts the HOMO energy (spin up / spin down) at -9.78 / -10.58 eV. Its net charge is +1. Its spin multiplicity is 2.

The geometry in XYZ format:
```
13
Properties=species:S:1:pos:R:3:lowdin_charge:R:1
O -0.91 1.55 1.87 -0.2230
C 0.22 1.18 1.55 -0.1618
C 0.57 0.12 0.61 -0.2725
C 1.86 -0.42 0.76 0.1260
H 1.08 1.63 2.10 0.1550
H 2.39 -0.81 -0.10 0.0819
H 2.45 -0.22 1.66 0.0812
O -1.36 0.48 -0.83 -0.4385
C -0.26 -0.24 -0.50 -0.1524
Tl -2.89 1.26 0.94 1.0228
C 0.01 -1.84 -1.96 0.0372
O -0.75 -1.95 -2.87 -0.2116
Mg -2.41 -0.74 -3.24 0.9556
```

***

| no. | strongest force on any atom (eV/Å) | calculated total energy (eV) |
| --- | --- | --- |
| 1 | 6.7 | -66703.8198 |
| 2 | 0.1 | -88710.8373 |
| 3 | 4.0 | -82486.6377 |
| 4 | 1.7 | -19027.8395 |
| 5 | 3.8 | -29501.6542 |
| 6 | 5.7 | -21502.0901 |